[1]
Below is a structure of composition C27H44BrHgNOP2S in a non-equilibrium geometry, with properties calculated with ωB97M-V/def2-TZVPD.

The geometry in XYZ format:
```
78
C27H44BrHgNOP2S (ωB97M-V/def2-TZVPD)
H -2.410 -2.046 3.920
H -1.428 -0.844 4.784
H -0.748 5.433 -0.284
C 2.353 -2.029 -1.172
H -4.967 3.545 2.374
H -8.465 1.208 -6.430
C 0.578 1.300 -2.441
H -4.163 6.527 -1.919
H -2.642 4.859 -2.355
H -3.822 -0.279 -5.843
H -5.239 5.489 -2.924
H -3.822 -3.374 2.360
H -1.730 0.750 2.791
C -4.868 0.028 -5.915
H -2.063 -3.431 2.667
O 0.580 -1.797 0.806
Br 2.346 1.586 -2.029
H 0.297 -0.325 -0.966
C -1.495 0.146 -2.074
H -1.194 3.010 -1.236
C -4.739 1.073 -3.643
H -4.405 -1.620 2.880
P -3.257 3.836 -0.251
H -5.726 -0.464 0.348
C -4.502 -0.835 2.126
H -5.347 5.459 -1.143
H -0.770 -0.701 2.407
C -0.007 2.021 -3.501
H -4.734 0.101 2.658
C 2.318 -3.803 0.903
H -7.200 1.990 -4.393
H -5.113 2.276 0.406
H -3.226 -2.645 -0.049
C -4.659 5.546 -1.994
C -5.629 -1.200 1.171
C -3.566 1.045 -3.082
H -1.341 2.496 0.464
C -7.445 0.880 -6.233
H 1.414 -4.355 0.619
C -3.588 4.444 -1.966
C -1.363 1.901 -3.750
C -2.212 -0.969 4.021
H -2.064 -0.690 -1.663
H -2.770 -4.483 1.459
C -4.095 2.890 2.209
C -1.775 -0.350 2.690
H 3.181 -2.709 -1.396
P -2.892 -0.669 1.277
H 2.621 -1.002 -1.453
C -5.678 -0.379 -6.976
H -3.190 3.431 2.529
C -2.571 -2.440 0.812
H -3.122 -0.478 4.400
H -5.295 -1.080 -7.714
C -2.139 0.990 -3.007
C -1.468 3.357 -0.219
H 0.597 2.690 -4.111
C -2.833 -3.477 1.894
H 3.192 -4.120 0.326
N -6.930 0.044 -7.132
H -1.534 -2.504 0.447
H -3.398 1.589 0.632
H 2.521 -3.903 1.976
H -3.818 3.561 -2.605
S 2.049 -2.046 0.602
H -0.600 4.684 1.332
H 0.518 4.243 0.030
H -1.860 2.479 -4.527
H -6.571 -1.189 1.741
Hg -4.878 1.653 -1.545
H -5.524 -2.220 0.752
H -4.204 1.981 2.828
C -0.530 4.497 0.247
H 1.432 -2.330 -1.683
C -6.740 1.298 -5.093
C -0.155 0.315 -1.741
C -4.034 2.506 0.718
C -5.447 0.804 -4.879
```

For the HOMO energy (spin up / spin down), the calculation gives -13.19 / -13.19 eV. The energy above the lowest of the compared OMol25 structures with the same formula, charge and spin comes out at 157.50 kJ/mol. The HOMO-LUMO gap (spin up / spin down) is 4.521 / 4.520 eV. Its LUMO energy (spin up / spin down) is -0.319 / -0.319 hartree. Its charge is +2. The multiplicity is 1.

***

[2]
Below is a cluster of 2 separate species, C2H9N in total in a non-equilibrium geometry, with properties calculated with ωB97M-V/def2-TZVPD.

The geometry in XYZ format:
```
12
C2H9N (ωB97M-V/def2-TZVPD)
C 0.342 -0.559 -1.296
H 1.629 1.081 1.982
H -1.775 -0.732 -1.493
H 0.540 0.507 -1.402
H 1.113 -0.952 -0.640
H 0.146 1.180 1.298
C -1.034 -0.796 -0.694
H -1.169 -1.852 -0.441
H -1.296 -0.124 0.110
H 0.444 -0.880 -2.334
H 0.302 1.541 2.905
N 0.760 1.586 2.005
```

For the HOMO energy, the calculation gives -9.96 eV. The energy above the lowest of the compared OMol25 structures with the same formula, charge and spin comes out at 15.16 kJ/mol. The HOMO-LUMO gap is 11.033 eV. Its LUMO energy is 0.039 hartree. The multiplicity is 1. The SMILES is CC.N.

***

[3]
Below is a structure of composition C18H16Cl5N5ORuS, with properties calculated with ωB97M-V/def2-TZVPD.

The geometry in XYZ format:
```
47
C18H16Cl5N5ORuS (ωB97M-V/def2-TZVPD)
Ru -0.115 0.205 0.148
C 0.611 3.215 -0.261
C -0.108 1.745 2.862
C 0.845 4.358 0.579
S -0.436 0.531 5.038
N 0.199 2.187 0.498
C 1.527 5.589 -1.291
H -6.007 1.888 -2.767
C 3.863 -1.403 0.333
H -4.882 3.062 -2.524
C 1.289 5.551 0.092
C 1.318 4.459 -2.152
C 2.184 -3.646 -0.140
Cl 1.215 -4.990 -0.450
C -4.360 1.177 -1.673
H -2.514 -0.512 -0.865
H -2.798 0.521 0.347
Cl -0.070 -2.124 -0.192
H 1.546 4.559 -3.205
N -0.422 0.445 2.486
C 1.653 -2.405 -0.023
H 0.657 4.480 2.707
H -2.608 2.405 -1.217
H -4.578 0.153 -1.975
H 0.152 2.867 4.760
C 2.435 -1.250 0.232
C -2.843 1.388 -1.529
Cl 4.776 -0.007 0.579
C 0.199 2.642 1.802
H 1.902 6.510 -1.725
N -2.292 0.426 -0.534
C -0.075 1.957 4.220
H -2.346 1.201 -2.481
N 0.549 3.927 1.866
H -4.881 1.374 -0.737
H -0.865 -1.344 3.505
H 0.744 2.405 -2.291
H -4.629 1.886 -3.661
N -4.996 2.063 -2.720
O 1.902 -0.087 0.371
C 4.438 -2.645 0.232
Cl 6.112 -2.832 0.375
H 1.471 6.415 0.718
C 0.867 3.277 -1.662
C -0.611 -0.292 3.541
C 3.618 -3.785 0.004
Cl 4.289 -5.293 -0.114
```

For the HOMO energy (spin up / spin down), the calculation gives -18.85 / -19.00 eV. The energy above the lowest of the compared OMol25 structures with the same formula, charge and spin comes out at 24.73 kJ/mol. The HOMO-LUMO gap (spin up / spin down) is 7.284 / 4.464 eV. Its LUMO energy (spin up / spin down) is -0.425 / -0.534 hartree. Its charge is +4. The multiplicity is 5.

***

[4]
Below is a cluster of 13 separate species, C66H69F9O4 in total in a non-equilibrium geometry, with properties calculated with ωB97M-V/def2-TZVPD.

The geometry in XYZ format:
```
148
C66H69F9O4 (ωB97M-V/def2-TZVPD)
H 8.813 14.253 15.333
H 12.819 15.887 12.733
H 14.314 11.155 12.677
H 18.252 21.270 11.733
H 16.839 21.803 10.800
H 15.626 15.677 20.252
C 17.190 18.589 12.064
H 20.070 19.387 15.357
C 12.888 14.301 20.799
H 9.307 10.740 17.664
C 13.102 12.659 19.115
C 14.171 13.613 11.433
C 14.822 17.544 21.026
H 8.887 16.497 16.238
F 12.931 8.510 15.884
C 15.554 14.819 9.921
H 21.822 16.583 11.225
C 18.830 12.859 16.657
H 8.648 16.032 18.597
F 16.176 14.276 18.737
H 16.665 18.910 12.957
C 17.173 12.238 18.850
C 15.791 21.274 15.117
H 14.008 17.164 21.648
C 20.436 16.686 17.563
C 14.668 10.008 16.269
C 11.070 11.559 16.655
H 17.845 14.838 16.667
H 13.869 13.295 12.429
H 17.357 19.202 18.585
H 20.689 17.210 18.458
C 14.192 15.680 16.459
C 13.460 21.473 15.382
C 13.909 13.283 9.075
C 20.623 18.873 16.130
C 12.244 16.705 12.205
C 13.651 21.945 16.656
H 17.075 21.872 16.857
H 14.371 11.454 21.980
C 20.969 15.935 11.333
H 12.453 21.268 15.180
H 15.768 12.452 14.214
H 17.881 13.677 11.610
C 11.625 12.458 15.733
H 12.598 15.251 21.259
C 14.475 10.802 13.689
H 20.876 19.487 16.984
H 12.759 22.290 17.184
C 15.241 16.272 15.567
C 17.909 13.870 17.113
H 16.109 17.595 16.814
H 16.623 12.055 19.726
F 20.072 17.238 13.235
H 13.759 13.758 22.691
H 16.118 11.571 16.492
C 20.827 14.793 10.536
C 15.404 11.092 15.810
H 13.423 16.973 9.963
H 19.509 13.031 15.850
C 10.804 13.452 15.268
C 17.004 19.675 11.047
C 17.136 13.462 18.186
C 19.744 17.710 16.684
C 18.886 15.382 12.463
O 13.345 18.758 12.639
H 13.046 12.281 18.091
H 12.508 18.525 17.222
C 10.628 17.684 16.564
C 13.588 17.939 10.440
O 18.579 17.743 16.362
H 16.334 15.589 9.772
C 8.947 12.530 16.534
H 14.422 20.735 13.625
H 15.839 20.588 20.170
H 17.145 16.734 18.714
H 21.634 14.509 9.870
C 14.926 14.168 8.850
C 14.537 21.214 14.554
C 18.181 11.343 18.487
C 15.650 16.780 20.216
H 11.704 10.746 16.984
C 13.755 9.446 15.415
C 15.541 17.737 15.869
O 15.869 15.640 14.745
C 11.550 17.698 18.811
H 19.759 15.898 17.787
H 16.729 17.679 11.719
H 18.266 10.405 19.072
C 13.105 17.894 11.881
C 18.976 11.654 17.366
C 16.051 21.823 16.379
H 10.801 18.040 15.524
H 12.966 9.134 13.524
C 11.602 17.998 17.483
C 15.226 11.596 14.544
H 18.137 15.561 13.192
H 11.804 16.275 11.300
F 14.265 10.737 19.551
H 15.667 15.069 12.072
H 16.632 20.919 14.619
H 19.658 13.224 9.930
F 12.627 12.022 10.499
C 13.530 13.421 21.684
H 14.522 14.686 16.822
C 12.609 13.907 19.521
H 21.320 16.279 17.128
C 13.563 13.011 10.357
C 20.032 16.158 12.342
H 16.660 21.102 12.418
F 14.282 19.743 21.757
C 14.951 18.904 20.924
C 17.257 21.090 11.510
H 15.246 14.490 7.864
C 13.794 11.891 19.977
H 12.323 17.997 19.519
C 10.478 16.938 19.221
H 14.718 18.410 16.053
H 13.924 16.335 17.241
C 13.967 12.219 21.324
H 11.980 14.459 18.794
H 19.751 10.947 17.033
C 14.934 22.186 17.108
O 16.530 19.521 9.905
H 12.586 12.116 15.360
H 7.893 12.483 16.749
C 15.150 14.561 11.240
C 16.671 18.758 19.249
C 19.720 14.055 10.682
C 9.733 11.546 17.051
H 12.858 18.506 9.884
H 18.230 18.515 12.329
H 13.400 12.714 8.339
C 13.611 9.768 14.109
C 9.491 13.486 15.710
H 13.297 15.558 15.875
C 15.777 19.540 20.057
C 9.637 16.845 16.933
H 16.283 18.170 15.167
F 11.306 14.455 14.524
F 15.110 22.720 18.340
H 11.478 17.091 12.842
C 9.543 16.509 18.285
H 14.570 18.387 10.283
C 18.761 14.311 11.602
F 10.270 16.512 20.477
H 21.623 18.476 15.780
H 14.862 9.516 17.219
C 16.603 17.374 19.353
```

For the HOMO energy, the calculation gives -9.14 eV. The energy above the lowest of the compared OMol25 structures with the same formula, charge and spin comes out at 93.03 kJ/mol. The HOMO-LUMO gap is 9.599 eV. Its LUMO energy is 0.017 hartree. The multiplicity is 1.

***

[5]
Below is a structure of composition C26H67N5O11Sr2 in a non-equilibrium geometry, with properties calculated with ωB97M-V/def2-TZVPD.

The geometry in XYZ format:
```
111
C26H67N5O11Sr2 (ωB97M-V/def2-TZVPD)
C -4.485 -0.235 2.280
C -0.574 -5.156 2.353
H 3.405 2.573 -3.658
H -1.638 -2.681 4.798
C -0.853 3.221 -0.688
H -0.058 0.939 2.564
C -2.607 -3.411 -1.970
C 4.042 2.551 3.190
H -2.400 2.511 1.150
C -2.211 2.527 -0.749
H 2.144 1.009 2.429
C 4.540 2.616 0.614
H -3.311 0.276 0.714
C -1.974 -1.645 4.751
Sr 1.840 -1.426 -2.389
C 6.003 4.085 -0.394
H -4.951 0.732 2.093
H -5.185 -0.162 -0.277
H -0.811 3.937 0.132
H -3.133 -0.757 -1.436
H -1.234 -7.166 2.024
C 0.491 4.727 -1.973
H 0.014 -7.094 3.131
H 4.712 3.411 3.197
H -0.845 0.614 -5.205
H 1.258 -0.180 -5.029
H 2.250 0.966 0.836
C -4.687 -1.082 0.031
H 5.234 1.779 0.690
H 5.458 4.145 -1.336
H 0.627 5.234 -2.929
O 1.038 0.119 -0.662
H 6.621 4.981 -0.350
H -0.286 3.132 4.274
C -0.312 -6.615 2.207
H -1.184 -0.872 -2.697
H -1.278 -2.999 -5.797
H 1.350 4.081 -1.794
H 5.344 1.355 -2.332
N -0.891 -4.732 0.997
O -0.689 3.953 -1.933
H 1.417 -4.474 2.253
H -0.023 2.515 -0.690
H -5.415 -1.802 0.405
O 0.221 -2.910 2.688
H -2.470 -1.423 5.696
O -2.740 -1.405 3.574
C -3.353 3.543 -0.845
N -3.705 -0.590 1.053
H -3.270 4.277 -0.042
H -1.387 -4.898 3.031
C 0.542 -4.289 2.876
H 5.453 0.631 -3.895
H -3.049 -3.106 -2.918
H -2.866 -4.466 -1.875
H 3.250 2.728 3.918
H -1.571 2.363 3.319
H 1.224 1.914 -2.800
C -0.521 0.294 -4.215
O 3.575 0.558 -2.990
O 5.246 3.805 0.769
C -3.856 -1.545 -1.229
N 0.975 0.205 -4.139
Sr -1.832 -2.366 1.157
H 0.308 -3.530 -5.407
H -1.600 -5.373 0.669
C -0.730 2.179 3.987
C -3.522 -0.160 3.553
H 0.773 -4.473 3.926
H -5.255 -0.974 2.504
H -1.559 1.237 0.640
H -2.221 -1.099 -4.086
H -0.148 -5.146 0.452
C 3.498 2.455 1.732
H 0.465 -6.844 1.477
C -0.325 -2.642 -5.407
H 6.731 3.301 -0.604
O -0.456 -2.228 -4.071
H -0.975 0.953 -3.475
H -1.065 1.705 4.910
H 1.058 2.250 -4.515
H 0.917 -1.092 2.815
O 0.287 1.400 3.332
C 1.311 -2.076 3.069
H 2.776 3.264 1.627
C 4.966 0.523 -2.926
N 2.775 1.206 1.665
H -1.028 -1.105 4.777
H 3.064 1.302 -4.913
H -1.524 -3.291 -1.957
C -1.179 -1.000 -3.780
N -2.419 1.746 0.491
C 1.481 1.550 -3.795
H -2.256 1.804 -1.564
C 0.209 -0.584 -0.074
H 0.164 -1.943 -6.085
H 2.253 -2.363 2.603
O -0.065 -1.642 -0.624
H -3.252 4.039 -1.810
H 4.011 2.592 -0.338
C 3.021 1.573 -3.859
H 0.548 5.473 -1.180
H -4.324 3.057 -0.756
H -4.035 -0.110 4.513
O -3.146 -2.763 -0.862
H -4.459 -1.642 -2.132
H 4.741 1.729 3.340
H 5.288 -0.438 -2.527
O -0.403 -0.228 0.933
H -2.832 0.680 3.637
H 1.512 -2.096 4.140
```

For the HOMO energy, the calculation gives -11.87 eV. The energy above the lowest of the compared OMol25 structures with the same formula, charge and spin comes out at 300.24 kJ/mol. The HOMO-LUMO gap is 6.332 eV. Its LUMO energy is -0.203 hartree. Its charge is +2. The multiplicity is 1.